[1]
Below is a molecular structure, C48H47InN3O3PTe at a distorted geometry, with properties calculated with ωB97M-V/def2-TZVPD.

Results
charge	+1
2S+1	2
lowest unoccupied orbital energy (alpha / beta)	-2.80 / -4.81	eV
total energy	-3046.521550	hartree

XYZ file:
```
104
Properties=species:S:1:pos:R:3:forces:R:3:mulliken_charge:R:1
C 3.4836 0.3390 -3.6906 0.00 0.04 0.18 0.38
O 1.6815 0.3084 0.5956 0.06 -0.59 0.10 -0.80
C -6.1249 2.7916 0.2283 0.04 0.03 0.00 -0.58
H -4.8138 1.7820 -5.2223 0.04 -0.01 -0.05 0.44
H 4.4482 -1.7071 0.8127 0.01 0.01 -0.02 0.52
P -2.5588 0.2015 1.6062 -0.37 0.56 0.02 0.99
C -0.7825 2.2806 1.2208 -0.08 -0.04 -0.01 -0.76
H 6.3794 3.7113 0.3713 -0.03 0.00 -0.01 0.49
In -1.8799 -1.5273 -0.5955 0.08 0.24 0.07 0.80
C -1.8546 2.7173 -3.8736 -0.04 0.04 -0.01 -0.44
H -5.1501 4.4667 1.1458 0.00 -0.02 0.02 0.44
C -0.1022 -4.5175 1.7856 -0.14 0.05 0.00 -1.54
C -3.2896 0.4330 -4.5411 -0.03 0.01 0.03 -0.86
C 4.6383 2.6349 -0.2348 -0.33 0.09 -0.14 1.20
C 6.6895 1.5983 0.5423 0.04 -0.03 0.00 0.67
H -4.0891 -3.1516 4.9881 -0.03 -0.01 0.02 0.52
C 0.8998 -0.6574 0.7473 -0.17 0.22 -0.14 1.00
C 4.7921 0.1963 -0.0841 -0.15 -0.10 -0.02 1.17
H -1.3895 -6.7797 0.6844 0.04 -0.01 -0.01 0.30
C 3.9594 1.7618 -3.7989 -0.17 -0.10 -0.04 -1.38
C -1.3490 1.4592 -3.5646 -0.01 -0.07 -0.01 0.07
O -3.4889 -4.0962 3.0412 0.04 0.22 0.09 -0.47
H -3.8380 -0.4589 -4.8157 0.02 0.02 -0.03 0.45
H -0.6911 -3.9245 -0.1713 0.04 -0.06 -0.02 -0.47
H -4.0281 -5.5911 1.7280 -0.05 0.04 0.04 0.28
C -4.2608 0.1993 5.3190 0.01 -0.01 0.00 -0.83
H -1.6554 -6.0777 -0.9161 0.01 -0.03 0.01 0.42
H -3.4978 3.8050 -4.7142 0.00 0.01 0.05 0.43
C 3.8461 -0.6014 -4.6523 0.04 0.01 -0.01 -0.80
C -2.4815 -4.2295 0.9272 -0.04 -0.26 0.01 -0.54
H -1.6009 -0.6586 -3.8012 -0.05 -0.02 0.21 0.62
C -3.1293 -5.0664 2.0443 0.07 -0.02 -0.18 -0.87
C 2.0914 -1.3670 -2.6573 -0.03 0.09 0.17 -0.62
C 0.9342 2.9837 2.7489 -0.05 0.02 0.03 -0.61
C -5.0940 3.4086 0.9232 -0.03 0.02 0.03 -0.84
O 0.8953 2.1626 -3.0975 0.12 0.21 0.13 -0.75
C -3.9970 2.6725 1.3468 0.00 -0.05 0.01 0.01
H -0.0109 -6.3089 -0.3107 -0.02 -0.03 0.01 0.43
H 3.1499 2.3855 -4.1846 0.02 0.02 0.01 0.23
H -3.0660 -4.2873 0.0029 -0.03 -0.06 0.02 0.69
H 1.4088 -1.6658 -1.8717 -0.08 -0.01 -0.02 0.52
N -2.5785 -2.8474 1.4256 -0.09 -0.18 0.12 0.08
C -4.9405 0.7064 0.3372 0.09 0.02 0.00 -0.78
H 8.1759 2.4162 1.8638 0.00 -0.01 -0.01 0.37
C -4.3797 -1.1424 5.6470 0.00 0.02 0.00 -0.73
H -4.5917 0.9661 6.0069 0.02 0.00 0.00 0.46
N 0.0081 0.6054 -1.7242 -0.10 0.35 0.46 -0.37
H 0.9662 1.9766 4.6393 -0.01 -0.01 -0.01 0.44
H -3.6141 1.6015 3.8470 0.00 0.04 0.01 0.37
Te 1.9386 1.3369 -1.2512 -0.37 -0.67 -0.98 1.28
C 2.6111 -0.0792 -2.6810 0.23 0.01 -0.16 1.52
H 1.7665 3.6311 2.9926 0.03 -0.03 -0.02 0.45
H -0.9435 0.5177 4.1119 0.00 0.00 0.01 0.48
C 0.4766 2.0612 3.6775 0.07 0.01 0.01 -0.89
H -1.2782 3.6027 -3.6391 0.00 -0.02 0.05 0.45
C -3.0980 2.8279 -4.4768 -0.01 0.02 -0.02 -0.71
H -0.3845 -5.1973 2.5932 0.04 -0.04 -0.03 0.36
C 2.4625 -2.2782 -3.6292 0.02 -0.07 -0.06 -0.89
H -6.9928 3.3643 -0.0720 0.03 -0.01 -0.05 0.42
H 4.8509 -1.7869 -0.9013 -0.03 0.02 -0.02 0.38
C -1.0420 -4.6335 0.5885 0.08 -0.01 0.16 1.40
H 3.6352 -2.5965 -5.3968 0.02 0.00 0.02 0.42
C 0.3015 3.0910 1.5168 -0.03 0.06 0.03 -0.87
H -2.4415 -5.7779 2.4976 -0.02 0.00 0.02 0.38
C -3.2871 -0.4041 3.1819 0.17 -0.15 -0.13 0.73
C -0.0924 1.3847 -2.7710 0.13 -0.02 0.20 0.38
C 4.2897 -1.2242 -0.1528 0.05 0.05 0.03 -1.55
H 4.5291 -0.3041 -5.4393 -0.04 0.01 0.00 0.47
H 8.5237 0.7716 1.3161 -0.01 0.01 0.00 0.36
C -3.8290 1.6890 -4.7830 0.00 -0.01 -0.01 -0.45
C -2.0491 0.3170 -3.9351 0.09 -0.06 -0.07 -0.17
H 3.2410 -1.3071 -0.3924 -0.08 -0.02 -0.01 -0.22
H -0.1027 -3.4963 2.1659 0.04 -0.14 0.05 0.23
H 4.8054 1.8461 -4.4779 0.04 -0.01 0.04 0.51
C 6.0968 0.3563 0.3888 -0.03 0.12 -0.05 -0.80
C 5.9396 2.7283 0.2382 0.07 -0.05 0.02 -0.73
H -4.8777 -0.3524 0.1034 -0.04 0.01 -0.03 0.33
H -4.7928 -1.4394 6.6017 0.00 0.00 -0.01 0.42
C 8.1095 1.7326 1.0165 -0.02 0.04 0.00 -1.58
C 3.9075 3.9135 -0.5762 0.10 -0.15 -0.03 -1.46
C -3.1233 -2.8808 2.5789 -0.01 -0.11 -0.10 0.66
C 3.3471 -1.8930 -4.6266 -0.04 0.01 -0.01 -0.85
C -3.9136 1.3115 1.0617 0.07 -0.02 -0.05 0.79
H -1.2813 2.3676 0.2619 0.05 0.01 -0.05 0.66
C -1.2540 1.3528 2.1548 0.12 -0.09 -0.10 0.38
C -3.9815 -2.1069 4.7415 0.00 -0.07 -0.12 -1.03
H 4.2599 2.1507 -2.8251 0.10 0.05 -0.03 0.12
C -3.4478 -1.7604 3.4940 -0.04 0.00 0.23 -0.27
C 4.0966 1.3575 -0.4109 0.47 0.26 0.43 -0.26
H 2.0590 -3.2823 -3.6096 0.02 0.01 0.01 0.51
H 4.2296 4.7231 0.0758 0.00 0.00 0.01 0.53
C -1.0257 -6.0317 -0.0246 -0.05 0.11 -0.03 -1.54
N 0.1568 -1.5440 0.8946 0.27 0.30 -0.26 -0.55
H 8.7348 2.1392 0.2195 0.02 -0.02 0.02 0.33
H 0.9155 -4.7663 1.4823 0.00 0.00 0.03 0.44
C -0.6061 1.2425 3.3823 0.00 -0.03 -0.07 -0.49
H 4.1166 4.2170 -1.6053 -0.05 0.01 0.01 0.32
H -3.2088 3.1601 1.9073 0.00 0.02 -0.03 0.39
H 0.6475 3.8197 0.7924 -0.05 0.03 0.00 0.61
H 6.6509 -0.5382 0.6525 0.01 0.01 -0.01 0.40
H 2.8288 3.8077 -0.4705 -0.03 0.12 0.04 -0.05
C -6.0422 1.4402 -0.0728 -0.09 -0.05 0.00 -0.76
C -3.7129 0.5544 4.0996 0.03 -0.03 -0.05 -0.19
H -6.8400 0.9574 -0.6231 0.02 0.00 0.01 0.45
```
Positions in Å, forces in eV/Å.

=====

[2]
Below is a molecular structure, C30H24GaN4OS4, with properties calculated with ωB97M-V/def2-TZVPD.

Results
charge	-1
lowest unoccupied orbital energy	2.27	eV
total energy	-4969.591923	hartree

XYZ file:
```
64
Properties=species:S:1:pos:R:3:forces:R:3:mulliken_charge:R:1
C 3.1627 4.0371 -2.2523 0.00 0.12 -0.08 -0.92
C -0.3266 5.1533 -2.9079 -0.23 0.07 -0.07 -0.91
H -2.4443 5.2765 -2.8943 0.00 -0.02 -0.02 0.37
C -1.7659 0.7263 3.0627 0.20 0.00 -0.23 1.02
H 0.7825 -0.6059 4.8690 0.01 -0.01 -0.01 0.42
S 1.6828 0.1607 -2.7926 -0.11 0.19 -0.09 -0.59
N 1.6474 2.6598 -1.0401 0.25 0.13 0.03 0.16
C -1.5730 1.6846 0.7719 -0.17 0.22 0.06 1.00
H 3.6600 2.3703 -0.9501 -0.02 -0.07 -0.04 0.41
C -1.5882 -0.5409 -1.5935 0.03 0.02 0.06 -0.08
H -1.5491 0.4626 -2.0073 -0.08 -0.03 0.00 0.30
N -0.6769 1.9469 -0.2126 0.29 -0.22 -0.25 0.46
C -0.7025 2.9622 -1.1175 -0.16 0.16 0.09 0.25
C -0.5911 -2.2982 -0.3260 0.06 -0.03 -0.10 0.38
C -0.5455 -0.9687 -0.7615 0.30 0.19 0.20 0.61
C -0.4273 -3.6689 2.4170 -0.03 -0.02 -0.12 -1.07
C -2.6635 -1.3478 -1.9241 -0.03 0.02 -0.04 -0.79
H 2.3145 5.5688 -3.4846 0.02 0.01 0.01 0.40
H 1.9366 -0.1866 2.6938 0.01 -0.06 -0.06 0.44
H -1.6802 -4.1357 -0.2905 0.01 -0.02 -0.03 0.44
C -1.7746 3.6668 -1.6458 0.02 -0.22 0.11 -0.87
H 1.8953 -5.2183 0.6024 0.04 -0.01 0.03 0.29
C 0.6028 -2.9335 0.3584 -0.17 -0.05 -0.01 0.56
H -0.8661 -4.5468 2.8994 0.02 0.04 0.04 0.40
H 1.2499 -3.3212 -0.4343 0.02 0.06 0.06 -0.35
C -3.6491 1.7949 2.0438 0.00 -0.13 0.27 -1.17
C -1.0923 0.1339 4.1510 0.08 -0.07 -0.06 -0.66
C -1.6753 -3.1157 -0.6560 -0.01 -0.03 0.08 -0.69
H -0.1926 5.9925 -3.5798 0.02 -0.01 0.00 0.37
C -2.7194 -2.6441 -1.4313 0.00 -0.01 -0.01 -0.71
C 2.1317 4.7613 -2.7847 0.04 -0.05 0.04 -0.73
C 3.7028 -3.6063 -2.1346 -0.15 -0.06 0.02 0.63
C 0.6148 3.3643 -1.5461 0.01 0.30 -0.18 0.40
C -1.0114 0.9658 1.8905 -0.24 0.02 0.28 0.50
N 0.2680 -4.0697 1.2121 -0.03 0.07 -0.02 0.03
O 4.1005 -4.7197 -2.3877 0.06 0.05 -0.01 -0.64
C -3.1183 1.1276 3.1128 -0.22 0.11 -0.03 -0.94
C -1.5740 4.7498 -2.5208 0.20 0.18 -0.12 -1.04
C 3.1300 -1.2988 -0.9747 0.12 -0.20 -0.20 -0.13
Ga 0.8481 0.5486 -0.4279 -0.30 -0.44 -0.09 -0.25
H 1.1393 -5.7233 2.1269 0.04 -0.01 0.00 0.33
S 2.7163 -2.6293 -3.2224 0.01 0.06 0.03 -0.18
H 1.1855 -2.1646 0.8911 0.01 -0.02 0.05 0.09
C 2.5567 -1.2085 -2.1920 0.11 -0.16 0.04 0.45
S 3.0610 -0.0581 0.2524 -0.22 0.14 0.08 -0.56
C 1.4382 -4.8611 1.5261 -0.08 0.02 -0.07 -0.88
C 0.2367 -0.1668 4.0447 -0.12 -0.09 0.13 -0.96
H -3.5559 -3.2902 -1.6725 0.00 0.00 0.01 0.38
S 3.9849 -2.7870 -0.5967 0.11 0.10 0.01 -0.17
N 0.2887 0.6062 1.7935 0.09 -0.07 0.13 -0.05
H 0.2431 -3.1767 3.1377 0.05 0.10 0.09 0.28
H -1.6413 -0.0719 5.0629 0.01 0.03 0.01 0.40
C 0.8027 4.4497 -2.4303 0.04 -0.25 0.14 1.14
H 4.1925 4.2420 -2.5113 -0.01 0.03 0.01 0.39
H -3.7066 0.9190 3.9981 0.01 0.01 -0.01 0.38
H -1.2285 -2.9732 2.1649 -0.02 -0.01 0.02 0.32
C 2.8735 2.9822 -1.3738 -0.06 -0.04 0.08 -0.09
H -4.6827 2.1189 2.0772 0.00 0.00 -0.01 0.39
H -2.7885 3.3745 -1.4333 0.02 0.02 0.02 0.43
C 0.8932 0.0706 2.8275 -0.01 0.07 -0.10 -0.11
H -3.3872 2.6308 0.1075 0.03 -0.04 -0.01 0.07
C -2.8967 2.0882 0.8959 0.16 -0.02 -0.19 -1.08
H -3.4493 -0.9666 -2.5674 0.00 -0.02 0.01 0.41
H 2.2012 -4.2928 2.0870 -0.01 0.00 0.01 0.30
```
Positions in Å, forces in eV/Å.

=====

Short version: M = 987.31; 654.54 u, in the order given.